# 1
Here is an isolated ion of composition C26H44N5O4 and charge +1 in a non-equilibrium geometry from OMol25. Energies are from ωB97M-V with the def2-TZVPD basis set.

Computed properties:
Maximum force   4.964 eV/A
E_LUMO   -2.54 eV
Total energy   -43303.8262 eV
Total charge   +1

XYZ file:
```
79
Properties=species:S:1:pos:R:3:lowdin_charge:R:1
C -3.7923 -1.7744 -4.2585 -0.115
C -2.5145 -2.4940 -3.6511 -0.261
C -2.8166 -3.9217 -3.0297 -0.215
C -3.9277 -3.9032 -1.8959 -0.205
C -3.2726 -4.3252 -0.5001 -0.203
C -2.4929 -3.0510 0.0248 -0.214
C -1.4700 -3.3804 1.2064 -0.180
C -1.7995 -2.5044 2.4827 -0.196
C -0.6302 -1.5024 2.8364 -0.193
C -0.3758 -0.4227 1.7054 -0.158
C -1.1653 0.9442 1.9752 -0.056
N -0.3566 2.0862 1.4833 0.041
C 0.5030 2.6766 2.3765 -0.279
O 0.6651 2.3339 3.6564 0.020
C 2.0770 2.1834 4.0184 -0.070
C 2.3544 0.6129 4.0513 -0.192
O 3.7341 0.3093 4.1825 -0.145
C 4.1128 -0.6031 3.1333 -0.245
C 3.4408 -2.0301 3.2290 -0.068
N 1.1308 3.7125 1.6857 0.219
C 0.5932 3.6869 0.4037 -0.247
N 0.9438 4.5761 -0.5179 0.086
C 0.4143 4.6810 -1.8948 -0.142
C 1.0076 6.0261 -2.5235 -0.249
N 0.0762 6.6848 -3.4651 -0.011
N -0.3390 2.6613 0.2472 0.005
O -1.1188 2.2863 -0.7837 0.113
C -0.3987 1.5469 -1.7795 -0.350
O -0.9152 1.4574 -2.8450 0.193
C 0.9559 0.8272 -1.5604 -0.096
C 2.2604 1.4979 -1.6505 -0.019
C 3.5158 0.7682 -1.4795 -0.060
C 3.5552 -0.6625 -1.2278 -0.047
C 2.2528 -1.3583 -1.1084 -0.046
C 0.9960 -0.6240 -1.2794 -0.030
H -3.8988 -0.7702 -3.7690 0.068
H -3.6353 -1.6397 -5.3642 0.073
H -4.7283 -2.3725 -4.1278 0.071
H -1.7856 -2.6359 -4.4999 0.102
H -2.0074 -1.8117 -2.9124 0.073
H -3.0539 -4.6361 -3.8705 0.115
H -1.8566 -4.2742 -2.5571 0.099
H -4.2618 -2.8338 -1.7879 0.101
H -4.8148 -4.5300 -2.1637 0.108
H -4.1394 -4.5695 0.1725 0.113
H -2.5953 -5.2181 -0.6077 0.113
H -1.9639 -2.5421 -0.8343 0.078
H -3.2797 -2.3352 0.3899 0.106
H -0.4284 -3.1781 0.8238 0.102
H -1.5740 -4.4832 1.4144 0.111
H -1.9019 -3.2213 3.3499 0.116
H -2.7572 -1.9289 2.4130 0.108
H 0.2689 -2.1154 3.0941 0.101
H -0.9543 -0.9305 3.7571 0.110
H 0.7063 -0.2233 1.5007 0.093
H -0.8458 -0.8426 0.7680 0.084
H -2.1501 0.8769 1.4426 0.141
H -1.3735 1.0431 3.0739 0.136
H 2.7576 2.7076 3.2907 0.136
H 2.1843 2.6236 5.0469 0.147
H 1.8823 0.2145 3.1071 0.095
H 1.7200 0.2211 4.9027 0.146
H 3.8254 -0.1073 2.1546 0.112
H 5.2357 -0.6945 3.1492 0.129
H 4.1259 -2.8713 2.9426 0.083
H 2.6076 -2.0494 2.4651 0.054
H 3.0241 -2.1434 4.2651 0.092
H 1.6481 5.2618 -0.2326 0.160
H -0.7025 4.7780 -1.9008 0.137
H 0.7885 3.8512 -2.5500 0.108
H 1.3673 6.7401 -1.7314 0.114
H 1.9282 5.7131 -3.0991 0.118
H -0.6708 6.0624 -3.7784 0.067
H 0.6375 6.8849 -4.3008 0.078
H 2.2847 2.5903 -1.8584 0.090
H 4.4603 1.3573 -1.5913 0.111
H 4.4730 -1.2789 -1.1195 0.109
H 2.1894 -2.4619 -0.9246 0.111
H 0.0607 -1.2277 -1.1898 0.093
```

***

# 2
Here is one molecule with the formula C4H7NO from OMol25. Energies are from ωB97M-V with the def2-TZVPD basis set.

Computed properties:
Maximum force   0.408 eV/A
E_LUMO   0.91 eV
Total energy   -7796.7895 eV

XYZ file:
```
13
Properties=species:S:1:pos:R:3:lowdin_charge:R:1
O -1.7228 -0.8208 0.8611 -0.010
C -1.0649 -0.0410 -0.0970 -0.343
C -0.2016 1.1808 0.2902 -0.117
N 0.8734 0.7624 -0.6663 -0.022
C 1.4240 -0.4534 -0.0876 -0.130
C 0.1554 -0.5516 -0.8413 -0.190
H -1.0560 -1.2688 1.3958 0.092
H -1.8336 0.2587 -0.8140 0.148
H 0.1278 1.1905 1.3367 0.115
H -0.6147 2.1574 0.0316 0.110
H 1.4823 -0.5329 0.9986 0.109
H 2.3072 -0.8152 -0.6090 0.107
H 0.1234 -1.0661 -1.7989 0.132
```

***

# 3
Here is an isolated ion of composition C10H12N5 and charge +1 in a non-equilibrium geometry from OMol25. Energies are from ωB97M-V with the def2-TZVPD basis set.

Computed properties:
Maximum force   5.211 eV/A
E_LUMO (alpha / beta)   -4.37 / -4.37 eV
Total energy   -18002.9033 eV
Total charge   +1

XYZ file:
```
27
Properties=species:S:1:pos:R:3:lowdin_charge:R:1
C -1.2455 -0.0207 2.6954 0.000
C -1.1068 1.0225 1.8767 -0.020
C 2.1017 1.3631 -0.5566 0.008
C 1.2595 2.3669 -0.3372 -0.143
C -0.7565 -1.3795 2.3927 -0.324
C -0.1828 1.1242 0.7857 -0.273
C -0.4143 -1.4003 0.9701 -0.087
C 1.8552 0.0174 0.1770 -0.055
C -0.3903 -1.8400 -1.2269 -0.151
C 0.3884 -0.1595 0.1606 -0.274
N 0.1703 2.2999 0.4536 0.151
N -0.7438 -2.2063 0.0625 0.155
N -0.8054 -2.3420 3.2063 0.221
N -0.0571 -0.3779 -1.2412 0.003
N -1.3012 0.2937 -1.6387 0.319
H -1.8209 0.0640 3.6678 0.151
H -1.7056 1.9309 2.2013 0.152
H 2.9216 1.5623 -1.0720 0.069
H 1.4935 3.2440 -0.7575 0.080
H 2.3873 -0.6853 -0.2968 0.076
H 2.2802 0.1829 1.3200 0.218
H 0.4418 -2.2535 -1.6380 0.119
H -1.1224 -1.9137 -1.9132 0.097
H -0.5540 -3.2564 2.8414 0.082
H -2.0467 -0.2313 -1.3191 0.151
H -1.2038 0.3258 -2.5882 0.158
H -1.3266 1.1186 -1.1817 0.114
```

***

# 4
Here is a 2-piece molecular cluster, C4H13N4 overall in a non-equilibrium geometry from OMol25. Energies are from ωB97M-V with the def2-TZVPD basis set.

Computed properties:
Maximum force   1.396 eV/A
E_LUMO (alpha / beta)   -3.86 / -3.86 eV
Total energy   -10309.0690 eV
Total charge   +1

XYZ file:
```
21
Properties=species:S:1:pos:R:3:lowdin_charge:R:1
C -2.4563 1.2256 -0.3876 -0.072
C 1.3074 -0.7100 -1.7171 0.017
C -1.4276 0.5734 0.5504 -0.220
C -0.5870 -0.3276 -0.2633 -0.072
N 1.4054 -0.4261 1.8060 0.006
N 0.5692 -1.3658 1.5905 0.073
N 0.6542 -0.0250 -0.6090 -0.272
N 1.3363 0.7561 0.1824 0.083
H -3.1257 0.4857 -0.8163 0.082
H -1.9542 1.7551 -1.1963 0.083
H -3.0445 1.9465 0.1748 0.086
H 0.7944 -1.6375 -1.9567 0.101
H 1.2901 -0.0647 -2.5974 0.111
H 2.3494 -0.9240 -1.4747 0.101
H -0.8139 1.3451 1.0142 0.103
H -1.9523 0.0108 1.3212 0.122
H -1.0770 -1.0928 -0.8499 0.148
H 2.4231 -0.5556 1.8159 0.166
H 1.0541 0.3175 2.4104 0.156
H 0.9695 -2.1986 1.1531 0.098
H 2.2851 0.9118 -0.1507 0.100
```

***

# 5
Here is one molecule with the formula C3H2S2 in a non-equilibrium geometry from OMol25. Energies are from ωB97M-V with the def2-TZVPD basis set.

Computed properties:
Maximum force   1.542 eV/A
E_LUMO   -0.50 eV
Total energy   -24809.2295 eV

XYZ file:
```
7
Properties=species:S:1:pos:R:3:lowdin_charge:R:1
C 1.0507 -0.4728 0.8806 -0.023
C -1.0695 0.6828 0.5647 -0.468
C 0.9499 -0.2599 2.0811 -0.772
S 0.1561 0.3614 3.3689 0.567
S -1.6007 1.1702 1.9413 0.672
H 1.4322 -0.8101 -0.0409 0.029
H -1.4649 0.7661 -0.4220 -0.005
```

***

# 6
Here is a 2-piece molecular cluster, C7H16BIO5S overall from OMol25. Energies are from ωB97M-V with the def2-TZVPD basis set.

Computed properties:
Maximum force   0.323 eV/A
E_LUMO   3.46 eV
Total energy   -37367.8120 eV
Total charge   -2

XYZ file:
```
31
Properties=species:S:1:pos:R:3:lowdin_charge:R:1
C 2.1245 -2.8193 0.5250 -0.166
O 2.1161 -1.6766 1.3259 -0.200
C 2.1307 -0.4099 0.6161 -0.207
C 0.7714 0.2403 0.5246 -0.187
C -0.2920 -0.5521 -0.2280 -0.214
C -1.4365 0.3432 -0.6985 -0.226
C -2.2587 0.9321 0.4573 -0.213
C -3.8047 0.7481 0.3655 -0.274
B -4.2720 -0.6751 0.7233 -0.715
I -4.0105 -2.3751 -0.5236 0.789
H 3.0076 -3.4291 0.7683 0.070
H 1.2272 -3.4359 0.6854 0.068
H 2.1812 -2.5605 -0.5391 0.084
H 2.8054 0.2614 1.1400 0.104
H 2.5451 -0.5074 -0.3954 0.108
H 0.4131 0.4896 1.5366 0.111
H 0.9766 1.1778 -0.0180 0.091
H 0.1767 -1.0209 -1.1031 0.118
H -0.6923 -1.3707 0.3935 0.098
H -1.0025 1.1576 -1.2880 0.120
H -2.0979 -0.2128 -1.3757 0.058
H -2.0851 2.0102 0.5076 0.115
H -1.9012 0.5248 1.4094 0.103
H -4.2700 1.4208 1.0969 0.085
H -4.1327 1.0743 -0.6290 0.101
H -4.8318 -0.9340 1.7421 -0.006
O 3.7477 1.0552 -2.0766 -0.500
S 3.3336 2.3280 -1.4083 0.174
O 3.6866 2.2641 0.0442 -0.488
O 1.8401 2.4645 -1.5297 -0.503
O 4.0042 3.4873 -2.0487 -0.495
```